# 1
This record from OMol25 describes 12 unconnected molecules or ions with the total composition C45H86O20 in a non-equilibrium geometry. The level of theory is wB97M-V/def2-TZVPD.

For the LUMO energy, the calculation gives -0.158 eV. The HOMO energy comes out at -9.48 eV. For the orbital gap, the calculation gives 9.317 eV. For the energy above the lowest of the compared OMol25 structures with the same formula, charge and spin, the calculation gives 4.058 eV. The multiplicity is 1. Its max |F| is 4.66 eV Å⁻¹. The value obtained for the molar mass is 947.163 g/mol.

CARTESIAN COORDINATES (ANGSTROEM)
C (2.801, 6.600, 1.935)
O (1.666, 6.760, 1.140)
C (0.550, 6.046, 1.430)
O (0.449, 5.236, 2.356)
O (-0.398, 6.343, 0.527)
C (-1.648, 5.708, 0.551)
H (3.094, 5.550, 1.957)
H (2.542, 6.922, 2.944)
H (3.548, 7.285, 1.537)
H (-1.502, 4.755, 0.042)
H (-2.372, 6.301, -0.008)
H (-2.053, 5.564, 1.553)
C (-5.491, -1.724, -5.515)
O (-4.325, -1.007, -5.788)
C (-4.313, 0.278, -5.487)
O (-5.216, 0.907, -4.884)
O (-3.128, 0.822, -5.878)
C (-2.868, 2.219, -5.671)
H (-5.829, -1.492, -4.505)
H (-5.333, -2.785, -5.708)
H (-6.296, -1.397, -6.172)
H (-3.330, 2.841, -6.438)
H (-1.807, 2.468, -5.664)
H (-3.303, 2.446, -4.698)
C (-3.418, 7.738, 7.234)
O (-3.416, 6.826, 6.189)
C (-3.318, 5.484, 6.360)
O (-2.906, 4.981, 7.423)
O (-3.516, 4.866, 5.237)
C (-3.100, 3.569, 4.897)
H (-3.653, 7.334, 8.218)
H (-4.198, 8.421, 6.896)
H (-2.457, 8.249, 7.299)
H (-3.720, 3.160, 4.099)
H (-3.190, 2.974, 5.806)
H (-2.029, 3.622, 4.701)
C (-2.079, -1.479, 6.469)
C (-3.563, -1.528, 7.063)
C (-4.342, -1.613, 5.743)
O (-3.545, -2.533, 4.919)
C (-2.165, -2.270, 5.191)
H (-1.368, -1.879, 7.192)
H (-1.742, -0.500, 6.129)
H (-3.819, -0.627, 7.621)
H (-3.881, -2.414, 7.612)
H (-4.684, -0.672, 5.314)
H (-5.292, -2.112, 5.934)
H (-1.803, -1.665, 4.360)
H (-1.586, -3.190, 5.111)
C (6.560, -2.673, 0.179)
C (6.959, -4.137, 0.018)
C (6.001, -4.700, -1.008)
O (5.785, -3.546, -1.839)
C (5.806, -2.354, -1.102)
H (7.415, -2.011, 0.312)
H (5.938, -2.594, 1.071)
H (6.919, -4.731, 0.931)
H (7.948, -4.273, -0.420)
H (4.999, -4.930, -0.645)
H (6.380, -5.582, -1.526)
H (4.821, -1.952, -0.865)
H (6.461, -1.676, -1.649)
C (-0.925, -1.131, -1.259)
C (-1.293, 0.314, -0.849)
C (0.006, 0.856, -0.425)
O (0.601, -0.263, 0.309)
C (0.150, -1.505, -0.249)
H (-0.436, -1.136, -2.233)
H (-1.775, -1.814, -1.243)
H (-1.922, 0.351, 0.040)
H (-1.756, 0.972, -1.585)
H (-0.020, 1.700, 0.264)
H (0.693, 1.054, -1.248)
H (-0.295, -2.172, 0.490)
H (1.000, -1.997, -0.722)
C (-4.788, -7.344, -0.503)
C (-5.605, -6.012, -0.434)
C (-4.763, -5.169, 0.531)
O (-3.508, -5.828, 0.677)
C (-3.312, -6.924, -0.142)
H (-4.969, -7.821, -1.467)
H (-5.103, -8.051, 0.264)
H (-6.576, -6.152, 0.041)
H (-5.735, -5.499, -1.387)
H (-5.308, -5.157, 1.475)
H (-4.690, -4.156, 0.136)
H (-2.804, -7.704, 0.425)
H (-2.746, -6.722, -1.051)
C (7.503, 2.648, -0.625)
C (6.095, 3.110, -0.666)
C (6.279, 4.436, -1.462)
O (7.623, 4.865, -1.029)
C (8.295, 3.899, -0.279)
H (7.768, 2.281, -1.617)
H (7.640, 1.791, 0.034)
H (5.723, 3.346, 0.331)
H (5.384, 2.363, -1.018)
H (5.429, 5.087, -1.262)
H (6.523, 4.116, -2.475)
H (8.234, 3.995, 0.805)
H (9.323, 3.775, -0.619)
C (5.122, 0.768, -6.411)
C (4.227, 0.971, -5.217)
C (3.133, 1.891, -5.751)
O (3.642, 2.442, -6.965)
C (5.014, 2.010, -7.185)
H (4.702, -0.037, -7.014)
H (6.100, 0.355, -6.166)
H (4.784, 1.442, -4.407)
H (3.775, 0.082, -4.775)
H (2.983, 2.719, -5.057)
H (2.228, 1.335, -5.995)
H (5.600, 2.816, -6.743)
H (5.338, 1.859, -8.215)
C (1.437, -4.508, -4.718)
C (0.199, -4.596, -5.599)
C (-0.401, -5.952, -5.358)
O (0.717, -6.657, -4.722)
C (1.472, -5.786, -3.940)
H (1.469, -3.637, -4.064)
H (2.234, -4.369, -5.448)
H (0.476, -4.410, -6.637)
H (-0.543, -3.823, -5.397)
H (-0.720, -6.383, -6.307)
H (-1.129, -6.036, -4.551)
H (2.461, -6.201, -3.744)
H (0.999, -5.635, -2.970)
O (-8.721, -1.076, -1.554)
C (-8.402, -0.592, -0.516)
O (-8.753, -1.178, 0.691)
C (-8.171, -0.499, 1.762)
C (-6.980, 0.306, 1.191)
C (-7.440, 0.550, -0.267)
H (-7.723, -1.334, 2.301)
H (-8.944, 0.065, 2.284)
H (-6.036, -0.237, 1.233)
H (-6.859, 1.227, 1.761)
H (-6.573, 0.717, -0.908)
H (-7.956, 1.507, -0.347)
O (5.382, 3.138, 4.517)
C (4.633, 2.210, 4.778)
O (4.764, 1.063, 4.098)
C (3.709, 0.150, 4.321)
C (2.701, 0.906, 5.195)
C (3.421, 2.175, 5.703)
H (4.096, -0.727, 4.841)
H (3.330, -0.229, 3.372)
H (2.254, 0.293, 5.977)
H (1.889, 1.105, 4.496)
H (3.703, 2.122, 6.755)
H (2.779, 3.054, 5.666)

# 2
This record from OMol25 describes 3 unconnected molecules or ions with the total composition C14H24Br4F3INO3 in a non-equilibrium geometry. The level of theory is wB97M-V/def2-TZVPD.

For the LUMO energy, the calculation gives -2.543 eV. The HOMO energy comes out at -12.17 eV. For the orbital gap, the calculation gives 9.625 eV. The multiplicity is 1. Its max |F| is 3.04 eV Å⁻¹. Its total charge is +1. The value obtained for the molar mass is 757.864 g/mol.

CARTESIAN COORDINATES (ANGSTROEM)
C (-0.292, 1.400, -1.347)
C (0.684, 0.503, -0.548)
N (0.275, 0.109, 0.891)
C (-1.204, -0.046, 1.025)
C (-1.849, -1.087, 0.079)
O (-1.733, -2.251, 0.191)
O (-2.683, -0.542, -0.859)
C (-3.009, -1.419, -1.932)
C (-2.320, -1.084, -3.269)
O (-3.766, -2.293, -1.870)
C (1.045, -1.199, 1.062)
C (1.259, -1.902, 2.423)
C (1.034, -3.448, 2.215)
I (0.176, -1.386, 4.191)
C (0.732, 1.214, 1.779)
F (-0.124, 1.495, 2.722)
F (1.933, 0.997, 2.249)
F (0.846, 2.371, 1.121)
H (0.334, 2.070, -1.963)
H (-0.937, 2.060, -0.757)
H (-0.842, 0.796, -2.074)
H (0.803, -0.406, -1.159)
H (1.698, 0.928, -0.549)
H (-1.753, 0.899, 0.914)
H (-1.507, -0.406, 2.022)
H (-1.314, -1.515, -3.351)
H (-2.273, 0.022, -3.292)
H (-2.976, -1.349, -4.120)
H (0.673, -1.955, 0.356)
H (2.046, -0.969, 0.659)
H (2.324, -1.839, 2.693)
H (1.463, -3.936, 3.104)
H (1.521, -3.814, 1.301)
H (-0.044, -3.662, 2.251)
Br (1.536, 1.242, 7.388)
C (3.192, 1.785, 6.519)
C (3.533, 0.874, 5.369)
Br (4.254, -0.824, 5.991)
H (3.960, 1.809, 7.287)
H (3.008, 2.797, 6.163)
H (4.321, 1.311, 4.757)
H (2.675, 0.644, 4.743)
Br (-0.531, 2.087, -5.300)
C (-1.553, 2.029, -6.961)
C (-2.785, 1.178, -6.816)
Br (-2.347, -0.719, -6.853)
H (-0.878, 1.676, -7.735)
H (-1.824, 3.063, -7.164)
H (-3.458, 1.332, -7.658)
H (-3.323, 1.361, -5.890)

# 3
This record from OMol25 describes a single C6H4Cl2N2O5 molecule in a non-equilibrium geometry. The level of theory is wB97M-V/def2-TZVPD.

For the LUMO energy, the calculation gives -1.633 eV. The HOMO energy comes out at -9.45 eV. For the orbital gap, the calculation gives 7.813 eV. For the energy above the lowest of the compared OMol25 structures with the same formula, charge and spin, the calculation gives 2.353 eV. The multiplicity is 1. Its max |F| is 4.03 eV Å⁻¹. The value obtained for the molar mass is 255.013 g/mol.

CARTESIAN COORDINATES (ANGSTROEM)
C (-1.652, 0.312, 0.656)
C (-0.522, 0.837, 1.110)
C (-2.131, -0.068, -1.753)
C (-1.971, -0.564, -0.555)
C (0.807, 0.580, 0.532)
C (1.421, -0.619, 0.229)
N (1.689, 1.702, 0.521)
N (2.849, -0.855, 0.136)
O (2.899, 1.456, 0.278)
O (1.151, 2.742, 0.814)
O (3.419, -0.853, 1.190)
O (3.383, -1.079, -0.930)
O (-2.232, -1.817, -0.148)
Cl (-1.904, 1.609, -2.012)
Cl (0.553, -2.122, 0.209)
H (-2.581, 0.338, 1.281)
H (-0.670, 1.551, 1.873)
H (-2.288, -0.657, -2.538)
H (-2.221, -2.493, -0.894)